# 1
Here is a structure of composition C6H15N5 from the Open Molecules 2025 dataset. Energies are from ωB97M-V with the def2-TZVPD basis set.

HOMO   -18.4065 eV
Frontier orbital gap   10.687 eV
Lowest unoccupied orbital energy   -7.72 eV
Energy relative to the best compared isomer or geometry (same formula, charge and spin)   0.7 kcal/mol
Total charge   +2
Calculated total energy   -510.75032 a.u.

Geometry as XYZ:
```
26
C6H15N5 (ωB97M-V with the def2-TZVPD basis set)
C -0.523 -2.447 -0.177
C 1.260 -0.719 0.004
C 0.936 -2.127 -0.267
C -1.070 -0.408 0.720
C 2.719 1.165 0.126
C -1.555 1.932 -1.250
N -1.413 -1.645 0.211
N 0.278 0.024 0.590
N -1.582 -0.193 1.980
N 2.473 -0.258 -0.001
N -1.933 0.747 -0.467
H -0.797 -3.400 -0.521
H 1.451 -2.748 0.378
H 1.204 -2.413 -1.207
H 2.808 1.535 -0.865
H 3.690 1.242 0.473
H 1.960 1.652 0.743
H -2.385 2.391 -1.777
H -1.265 2.750 -0.633
H -0.745 1.638 -1.903
H 0.440 0.843 1.162
H -1.287 0.674 2.474
H -2.617 -0.520 2.036
H 3.119 -0.714 -0.627
H -2.269 0.030 -1.188
H -2.897 0.970 -0.014
```

Löwdin atomic charge list, values in e, 4 entries: 0.00 -0.19 0.00 -0.46

# 2
Here is a structure of composition C31H32IN3O3PdS2Te from the Open Molecules 2025 dataset. Energies are from ωB97M-V with the def2-TZVPD basis set.

HOMO (spin up / spin down)   -7.4707 / -7.4559 eV
Spin multiplicity   3
Frontier orbital gap (spin up / spin down)   7.656 / 5.836 eV
Lowest unoccupied orbital energy (spin up / spin down)   0.19 / -1.62 eV
Energy relative to the best compared isomer or geometry (same formula, charge and spin)   24.8 kcal/mol
Total charge   0
Calculated total energy   -3080.35733 a.u.

Geometry as XYZ:
```
74
C31H32IN3O3PdS2Te (ωB97M-V with the def2-TZVPD basis set)
Pd -0.910 0.026 -0.814
O 3.685 -0.387 -1.783
C 4.026 0.913 -1.700
C 5.380 1.244 -1.702
C 5.779 2.563 -1.631
C 4.834 3.577 -1.553
C 3.492 3.264 -1.545
C 3.069 1.940 -1.616
C 1.640 1.606 -1.518
O 1.330 0.425 -1.101
N 0.781 2.548 -1.791
N -0.526 2.228 -1.691
C -1.362 3.183 -1.556
S -3.079 2.899 -1.491
C -3.467 4.624 -0.980
C -2.495 5.549 -1.671
S -0.820 4.865 -1.428
H 2.714 -0.444 -1.621
H 6.097 0.440 -1.745
H 6.832 2.801 -1.628
H 5.152 4.606 -1.484
H 2.742 4.035 -1.468
H -3.371 4.683 0.105
H -4.496 4.827 -1.268
H -2.507 6.551 -1.246
H -2.681 5.599 -2.745
C -3.432 -1.687 0.319
C -3.694 -1.077 -1.079
C -5.166 -0.630 -1.147
C -3.436 -2.149 -2.164
O -2.895 0.023 -1.274
H -4.019 -2.591 0.471
H -3.713 -0.962 1.083
H -2.366 -1.927 0.420
H -5.828 -1.477 -0.989
H -5.362 -0.181 -2.115
H -5.346 0.117 -0.380
H -3.766 -3.130 -1.835
H -2.369 -2.180 -2.395
H -3.961 -1.889 -3.080
Te 0.308 0.900 1.377
C -0.237 0.619 3.453
C -1.169 -0.329 3.845
C -1.430 -0.543 5.188
C -0.767 0.201 6.146
C 0.156 1.159 5.763
C 0.423 1.364 4.420
C 1.770 -0.640 1.602
C 1.430 -1.919 2.018
C 2.389 -2.916 2.047
C 3.687 -2.640 1.652
C 4.040 -1.352 1.294
C 3.085 -0.349 1.278
H -1.701 -0.900 3.093
H -2.150 -1.290 5.486
H -0.969 0.036 7.194
H 0.668 1.743 6.512
H 1.150 2.107 4.120
H 0.421 -2.134 2.347
H 2.118 -3.907 2.373
H 4.426 -3.425 1.634
H 5.060 -1.121 1.027
H 3.357 0.660 1.003
I -1.137 -5.192 0.734
C -0.506 -4.133 -0.977
C -0.523 -4.710 -2.238
C -0.142 -3.917 -3.310
C 0.172 -2.585 -3.087
N 0.193 -2.043 -1.874
C -0.102 -2.816 -0.831
H -0.820 -5.737 -2.380
H -0.111 -4.325 -4.308
H 0.411 -1.921 -3.907
H 0.019 -2.363 0.150
```

Löwdin atomic charge list, values in e, 4 entries: 0.78 0.05 -0.28 -0.02

# 3
Here is a structure of composition C34H29As2N5O2Se2SnTe2 from the Open Molecules 2025 dataset. Energies are from ωB97M-V with the def2-TZVPD basis set.

HOMO   -7.6698 eV
Frontier orbital gap   6.398 eV
Lowest unoccupied orbital energy   -1.27 eV
Energy relative to the best compared isomer or geometry (same formula, charge and spin)   15.2 kcal/mol
Total charge   0
Calculated total energy   -11761.90329 a.u.

Geometry as XYZ:
```
77
C34H29As2N5O2Se2SnTe2 (ωB97M-V with the def2-TZVPD basis set)
Sn 0.922 -1.130 1.732
C -2.636 0.786 -0.812
C -2.743 -0.733 -0.996
As -1.531 -1.863 0.103
C -2.431 -1.808 1.833
C -2.884 -2.960 2.473
C -3.394 -2.896 3.762
C -3.444 -1.685 4.436
C -2.969 -0.535 3.821
C -2.459 -0.598 2.532
C -2.060 -3.606 -0.561
C -1.051 -4.472 -0.976
C -1.354 -5.752 -1.422
C -2.677 -6.164 -1.465
C -3.693 -5.302 -1.067
C -3.388 -4.028 -0.613
As -0.827 1.468 -0.374
C 0.003 1.357 -2.140
C 0.314 0.091 -2.640
C 0.877 -0.059 -3.899
C 1.155 1.060 -4.672
C 0.892 2.325 -4.167
C 0.323 2.474 -2.908
C -1.273 3.369 -0.294
C -0.738 4.106 0.760
C -1.013 5.461 0.892
C -1.834 6.092 -0.031
C -2.378 5.365 -1.084
C -2.097 4.014 -1.215
H -3.272 1.104 0.015
H -2.999 1.288 -1.709
H -2.501 -1.004 -2.023
H -3.761 -1.064 -0.803
H -2.825 -3.916 1.969
H -3.741 -3.801 4.246
H -3.847 -1.637 5.440
H -2.992 0.413 4.345
H -2.088 0.307 2.069
H -0.020 -4.142 -0.940
H -0.554 -6.422 -1.714
H -2.921 -7.163 -1.807
H -4.726 -5.628 -1.099
H -4.181 -3.367 -0.283
H 0.136 -0.788 -2.032
H 1.100 -1.050 -4.276
H 1.587 0.945 -5.659
H 1.124 3.204 -4.758
H 0.136 3.468 -2.525
H -0.105 3.608 1.486
H -0.589 6.022 1.716
H -2.052 7.148 0.069
H -3.021 5.855 -1.805
H -2.517 3.462 -2.047
O 2.726 0.653 3.286
N 3.551 1.500 2.672
N 3.458 1.340 1.424
O 2.737 0.474 0.850
C 4.227 2.249 0.586
C 4.685 3.464 1.079
C 5.430 4.282 0.247
C 5.703 3.893 -1.058
C 5.219 2.685 -1.538
C 4.469 1.856 -0.718
H 4.455 3.753 2.094
H 5.800 5.228 0.623
H 6.291 4.535 -1.701
H 5.430 2.376 -2.554
H 4.076 0.911 -1.065
Se 0.780 -3.103 3.791
Te 1.026 -1.303 5.449
Te 3.564 -0.473 4.948
Se 4.577 -2.182 3.711
N 2.035 -2.468 0.501
C 2.303 -3.578 0.212
N 2.680 -4.710 -0.141
C 2.119 -5.808 -0.583
N 1.674 -6.794 -1.000
```

Löwdin atomic charge list, values in e, 4 entries: 0.82 -0.43 -0.41 1.18

# 4
Here is a cluster of 2 separate species, C5H9FO2 in total from the Open Molecules 2025 dataset. Energies are from ωB97M-V with the def2-TZVPD basis set.

HOMO   -9.5068 eV
Frontier orbital gap   10.309 eV
Lowest unoccupied orbital energy   0.80 eV
SMILES   C=C(C)F.CC(=O)O
Energy relative to the best compared isomer or geometry (same formula, charge and spin)   21.4 kcal/mol
Total charge   0
Calculated total energy   -446.22852 a.u.

Geometry as XYZ:
```
17
C5H9FO2 (ωB97M-V with the def2-TZVPD basis set)
C -3.454 -0.457 0.508
C -2.489 0.438 0.277
C -2.075 1.016 -1.054
F -1.663 0.905 1.244
H -3.839 -0.676 1.485
H -4.102 -0.610 -0.383
H -2.253 0.479 -2.021
H -2.555 1.961 -1.160
H -1.027 1.055 -1.168
C 3.774 -0.489 -0.246
C 2.343 -0.504 0.331
O 1.280 -0.640 -0.212
O 2.346 -0.445 1.691
H 4.215 -1.493 -0.248
H 3.553 0.012 -1.234
H 4.457 0.169 0.229
H 1.489 -0.722 1.963
```

Löwdin atomic charge list, values in e, 4 entries: 0.05 -0.40 -0.04 0.03

# 5
Here is a cluster of 2 separate species, C6H13P in total from the Open Molecules 2025 dataset. Energies are from ωB97M-V with the def2-TZVPD basis set.

HOMO (spin up / spin down)   -6.9280 / -9.2592 eV
Spin multiplicity   3
Frontier orbital gap (spin up / spin down)   8.104 / 8.408 eV
Lowest unoccupied orbital energy (spin up / spin down)   1.18 / -0.85 eV
Energy relative to the best compared isomer or geometry (same formula, charge and spin)   0.0 kcal/mol
Total charge   0
Calculated total energy   -577.57184 a.u.

Geometry as XYZ:
```
20
C6H13P (ωB97M-V with the def2-TZVPD basis set)
C 1.757 0.673 1.243
C 1.912 0.288 -0.193
C 3.263 -0.116 -0.812
C -2.174 1.004 0.506
C -2.802 -1.418 -0.281
C -1.857 -0.242 -0.298
P 1.012 -0.945 0.809
H 2.764 0.756 1.670
H 1.318 1.710 1.320
H 1.156 0.596 -0.938
H 4.136 0.497 -0.449
H 3.229 0.054 -1.791
H 3.507 -1.188 -0.691
H -2.502 1.880 -0.067
H -3.000 0.782 1.147
H -1.188 1.371 0.953
H -3.225 -1.594 0.689
H -2.311 -2.476 -0.452
H -3.590 -1.428 -1.065
H -1.406 -0.202 -1.301
```

Löwdin atomic charge list, values in e, 4 entries: -0.45 -0.65 -0.13 -0.12

# 6
Here is an isolated molecule of C5H7N3 from the Open Molecules 2025 dataset. Energies are from ωB97M-V with the def2-TZVPD basis set.

HOMO   -9.0031 eV
Frontier orbital gap   9.773 eV
Lowest unoccupied orbital energy   0.77 eV
SMILES   [H]/N=C\n1cncc1C
Energy relative to the best compared isomer or geometry (same formula, charge and spin)   42.1 kcal/mol
Total charge   0
Calculated total energy   -358.95133 a.u.

Geometry as XYZ:
```
15
C5H7N3 (ωB97M-V with the def2-TZVPD basis set)
H -2.415 0.783 -0.304
N -2.660 -0.245 -0.168
C -1.549 -0.897 -0.009
N -0.211 -0.462 0.186
C 0.862 -1.390 0.134
N 2.003 -0.825 -0.129
C 1.836 0.521 -0.132
C 0.480 0.753 -0.042
C -0.266 2.018 0.127
H -1.750 -1.956 -0.007
H 0.701 -2.487 0.361
H 2.651 1.157 -0.309
H 0.438 2.889 0.447
H -1.041 1.939 0.946
H -0.683 2.371 -0.822
```

Löwdin atomic charge list, values in e, 4 entries: 0.05 0.09 -0.21 0.00

# 7
Here is a cluster of 2 separate species, CH12N7P in total from the Open Molecules 2025 dataset. Energies are from ωB97M-V with the def2-TZVPD basis set.

HOMO   -16.4960 eV
Frontier orbital gap   9.766 eV
Lowest unoccupied orbital energy   -6.73 eV
Energy relative to the best compared isomer or geometry (same formula, charge and spin)   36.7 kcal/mol
Total charge   +2
Calculated total energy   -769.20939 a.u.

Geometry as XYZ:
```
21
CH12N7P (ωB97M-V with the def2-TZVPD basis set)
C -0.300 -1.560 1.645
N 0.852 -1.625 1.518
N -1.476 -1.679 2.189
N 0.390 2.133 -1.725
N 0.037 -0.611 -1.853
N -0.857 0.034 0.307
N 1.941 -1.279 1.013
N -1.542 0.972 1.145
P -0.975 0.476 -1.270
H -1.470 -1.803 3.284
H -1.744 0.490 2.101
H 1.023 2.138 -1.001
H -0.105 3.053 -1.736
H 0.542 -1.403 -1.330
H 0.180 -0.884 -2.835
H 2.216 -0.338 0.857
H 0.941 2.071 -2.674
H 2.807 -1.912 1.113
H -1.148 1.960 1.182
H -2.548 1.205 0.852
H -2.277 -2.179 1.768
```

Löwdin atomic charge list, values in e, 4 entries: -0.19 0.04 0.13 -0.03